A structure of composition C10H10BBrDyF4 at a distorted geometry, computed with ωB97M-V/def2-TZVPD.

```
27
Properties=species:S:1:pos:R:3:forces:R:3
C 0.34119 1.58877 -0.98157 0.131 -0.257 0.297
C -0.98978 1.84020 -1.40256 0.125 1.089 -0.597
C -1.63434 2.64597 -0.42099 0.605 -1.129 0.155
H -1.47600 1.41086 -2.28385 0.434 0.685 -0.054
C -0.83169 2.53742 0.75488 0.267 0.629 -1.020
C 0.42728 1.93549 0.40991 -0.816 0.355 -0.459
H 1.32606 1.90953 1.01586 -0.258 -0.134 -0.004
H 1.13175 1.08326 -1.55281 -0.534 0.364 0.210
H -2.49720 3.29524 -0.66200 0.177 -1.007 0.780
H -1.11013 2.94727 1.71570 0.212 0.081 0.034
Dy -0.52410 -0.52110 -0.15767 1.293 0.633 0.690
Br -0.91863 -1.68988 -2.53238 -0.649 -0.024 -1.122
C 1.43755 -2.19418 0.78392 0.415 0.451 -0.421
C 2.34031 -1.23814 1.36809 -0.223 0.080 -0.324
C 2.90320 -0.45155 0.31663 -0.134 -0.404 0.035
H 2.61157 -1.17580 2.44190 -0.367 0.066 -0.886
C 2.35819 -0.90786 -0.92180 -0.024 -0.706 0.538
C 1.47017 -2.00228 -0.64466 1.118 -0.280 0.567
H 0.96517 -2.62754 -1.38646 0.607 0.288 0.575
H 0.91055 -3.00828 1.29495 0.279 0.373 -0.150
H 3.68241 0.33510 0.43575 -0.868 -0.655 -0.089
H 2.64304 -0.57110 -1.93184 -0.278 -0.126 0.689
F -2.58843 -2.39152 0.81490 -0.328 -0.401 -0.055
B -3.01827 -1.11906 0.99858 1.359 1.532 -1.509
F -2.63496 -0.33330 -0.41543 -1.124 -0.982 1.390
F -4.29886 -0.81230 1.10337 -0.542 -0.265 0.932
F -2.02604 -0.48523 1.83959 -0.878 -0.255 -0.204
```
Forces are in eV/Å.

Results
HOMO (spin up / spin down): -4.6 / -4.7 eV
total charge: -1
⟨S²⟩: 9.338
2S+1: 6
LUMO level (spin up / spin down): 3.08 / 3.08 eV
energy relative to the best compared isomer or geometry (same formula, charge and spin): 4.1 kJ/mol


A structure of composition C10H10BrClF6NO5PS3 at a distorted geometry, computed with ωB97M-V/def2-TZVPD.

```
38
Properties=species:S:1:pos:R:3:forces:R:3
C 0.88232 0.42062 -6.13347 -0.521 0.736 0.556
C 0.28162 0.37875 -4.67912 -0.669 -0.204 0.622
C -0.98969 -0.34841 -4.49070 1.379 1.626 3.172
C -1.54960 -0.34696 -3.12334 1.844 0.969 -1.029
C -0.87247 0.35269 -2.01852 0.419 0.022 -1.274
C 0.39195 1.08357 -2.19670 -0.824 -1.549 -2.590
C 1.11547 1.86498 -1.07414 -1.286 1.364 -1.466
S 2.19013 0.82680 0.01457 -0.963 1.698 -0.081
Br 4.08415 1.96680 0.18976 -0.766 -0.799 -0.283
P 2.75392 -1.07714 -0.87498 0.765 -2.698 -1.219
O 1.39833 -1.83504 -1.49928 1.820 1.233 0.421
Cl 3.95117 -0.70074 -2.58528 -0.923 0.218 0.772
C 0.95788 1.07314 -3.56950 -1.875 -1.181 0.175
H 1.20531 1.47338 -6.39113 -0.252 -1.134 0.348
H 1.77053 -0.25096 -6.24107 -0.865 0.450 0.031
H 0.05941 0.16317 -6.86116 1.077 0.031 0.715
H -1.53871 -0.86236 -5.31063 0.701 0.546 0.674
H -2.52182 -0.87934 -2.98970 1.032 0.636 0.278
H -1.36321 0.33357 -1.01779 0.505 0.013 -0.869
H 1.74238 2.67795 -1.54287 -0.339 -1.078 0.556
H 0.34293 2.41539 -0.45751 1.019 -0.952 -0.094
H 1.76471 -2.66890 -1.87620 -0.496 0.374 0.197
H 1.90847 1.59501 -3.83530 -0.885 -0.394 0.488
C -0.23904 -0.56258 2.18594 0.304 1.157 -0.221
F 0.01757 -1.25586 1.05270 -0.070 -0.087 0.220
F 0.94567 -0.06459 2.60153 -0.145 -0.284 0.056
F -0.97812 0.50714 1.81777 0.077 -0.318 -0.044
S -1.06302 -1.57458 3.46711 -0.292 -1.176 -0.150
O -0.12469 -2.63391 3.73883 0.065 0.598 -0.035
O -2.29572 -1.99303 2.85034 0.269 0.535 0.057
N -1.17123 -0.43462 4.55447 -0.119 -0.814 -0.275
S -1.86220 -0.89285 5.91260 -0.772 -0.582 1.453
O -1.10726 -1.80545 6.73167 0.228 0.400 -0.517
O -3.27632 -1.15543 5.84629 0.391 0.350 -0.444
C -1.73244 0.71503 6.77599 0.321 1.572 0.352
F -2.37701 1.69877 6.11573 0.021 -0.443 -0.008
F -0.45234 1.12221 6.90058 -0.216 -0.371 -0.104
F -2.24904 0.67379 8.01253 0.045 -0.461 -0.441
```
Forces are in eV/Å.

Results
HOMO: -8.6 eV
2S+1: 1
LUMO level: -3.90 eV
energy relative to the best compared isomer or geometry (same formula, charge and spin): 166.7 kJ/mol